# C14H48ClN2O13

10 unconnected molecules or ions with the total composition C14H48ClN2O13 (ωB97M-V with the def2-TZVPD basis set, the Open Molecules 2025 dataset).

```
78
Properties=species:S:1:pos:R:3:lowdin_charge:R:1
Cl -12.101 -5.667 -18.075 0.551
O -12.047 -5.536 -19.483 -0.388
O -10.975 -6.384 -17.549 -0.397
O -12.124 -4.317 -17.628 -0.389
O -13.199 -6.414 -17.609 -0.376
O -6.811 -4.744 -20.964 -0.057
H -7.702 -5.082 -20.876 0.034
H -6.838 -4.196 -21.748 0.023
O -8.612 0.924 -18.169 -0.058
H -7.734 0.558 -18.057 0.025
H -9.200 0.235 -17.860 0.033
O -10.907 -11.998 -14.539 -0.059
H -10.542 -12.166 -15.408 0.027
H -11.488 -11.248 -14.663 0.032
O -12.746 -0.030 -21.658 -0.057
H -13.480 -0.151 -22.260 0.023
H -12.872 -0.702 -20.988 0.034
C -17.072 -13.019 -19.662 -0.060
C -17.278 -12.477 -21.093 -0.446
C -17.359 -13.669 -22.155 -0.179
O -16.322 -14.590 -21.904 -0.225
C -16.070 -15.655 -22.802 -0.085
N -18.329 -11.521 -21.126 0.015
H -17.810 -13.814 -19.557 0.077
H -17.093 -12.268 -18.872 0.076
H -16.090 -13.489 -19.616 0.071
H -16.408 -11.836 -21.233 0.126
H -17.259 -13.256 -23.158 0.110
H -18.373 -14.068 -22.133 0.117
H -15.086 -16.046 -22.546 0.091
H -15.966 -15.062 -23.711 0.081
H -16.910 -16.349 -22.840 0.087
H -18.214 -10.939 -20.308 0.070
H -18.084 -10.913 -21.894 0.073
C -19.705 -1.464 -19.181 -0.060
C -20.203 -1.873 -17.751 -0.431
C -20.954 -3.191 -17.730 -0.228
O -21.503 -3.350 -16.428 -0.187
C -22.898 -3.718 -16.465 -0.089
N -19.030 -1.802 -16.864 0.037
H -20.570 -1.316 -19.828 0.061
H -19.081 -2.187 -19.706 0.072
H -19.115 -0.550 -19.245 0.070
H -20.882 -1.166 -17.274 0.135
H -20.257 -3.967 -18.046 0.130
H -21.675 -3.110 -18.543 0.117
H -23.227 -4.126 -15.510 0.084
H -23.036 -4.514 -17.197 0.081
H -23.511 -2.870 -16.769 0.085
H -18.399 -2.550 -17.115 0.071
H -19.505 -2.173 -16.053 0.054
C -11.439 -5.345 -9.831 -0.103
C -12.674 -4.563 -10.228 -0.316
O -12.133 -3.689 -11.203 -0.096
H -10.701 -4.690 -9.369 0.072
H -10.890 -5.620 -10.732 0.075
H -11.638 -6.158 -9.133 0.067
H -12.993 -3.997 -9.353 0.102
H -13.579 -5.040 -10.604 0.110
H -12.199 -4.085 -12.075 0.090
C -15.582 -8.702 -27.818 -0.078
C -15.100 -7.545 -26.958 -0.349
O -15.398 -7.786 -25.616 -0.085
H -16.660 -8.739 -27.664 0.071
H -15.153 -9.700 -27.729 0.076
H -15.598 -8.381 -28.859 0.066
H -15.531 -6.568 -27.179 0.103
H -14.054 -7.242 -27.006 0.105
H -14.858 -7.378 -24.934 0.090
C -10.583 -11.991 -22.206 -0.096
C -10.360 -12.929 -21.052 -0.329
O -9.255 -12.395 -20.331 -0.092
H -9.758 -12.167 -22.897 0.078
H -10.679 -10.979 -21.813 0.083
H -11.521 -12.174 -22.730 0.070
H -10.167 -13.981 -21.262 0.106
H -11.267 -13.070 -20.465 0.100
H -9.018 -11.469 -20.418 0.081
```

Output
Energy = -2109.65129 hartree
2S+1 = 1
Total charge = -1
Largest force on an atom = 0.0556 Eh/bohr